A cluster of 2 separate species, C4H11N3O2 in total in a non-equilibrium geometry, computed with the ωB97M-V functional and the def2-TZVPD basis.

Each line ends with the Löwdin charge.
Element x y z (Å)
C  -1.65464  2.28060  -1.88356  -0.126
C  -0.17042  0.24874  -1.83367  -0.543
N  0.10118  -0.92346  -2.25856  0.123
N  -1.44901  0.83053  -1.90128  -0.018
N  0.85370  1.17550  -1.42297  0.096
H  -0.64842  -1.47419  -2.61016  0.032
H  1.82242  -0.69643  3.81395  0.109
H  -2.23556  0.36236  -2.32085  0.117
H  1.01556  2.00610  -1.93949  0.069
H  0.98605  1.20379  -0.44201  0.062
H  -1.05360  2.82620  -1.10950  0.082
H  -2.69102  2.62808  -1.79527  0.078
H  -1.26671  2.77612  -2.78243  0.069
C  0.45953  -1.43087  0.95617  0.036
C  0.55968  -0.83547  2.37310  -0.528
O  1.75272  -1.11943  2.96099  0.081
O  -0.40404  -0.56227  3.04481  0.083
H  -0.03003  -2.31407  1.19154  0.075
H  1.46258  -1.77478  0.82296  0.077
H  0.25982  -0.77945  0.12897  0.028

Total charge: 0
ΔE to the lowest compared entry with this formula, charge and spin in kJ/mol: 212.5
F_max in hartree/bohr: 0.07500
Energy in hartree: -473.72182
Structure (SMILES): [H]/N=C(/N)NC.CC(=O)O